Version i
One molecule with the formula C4H7N3O2, computed with ωB97M-V with the def2-TZVPD basis set.

Properties
E_HOMO	-10.17	eV
LUMO	0.13	eV
orbital gap	10.29	eV

XYZ file:
```
16
C4H7N3O2, DFT ωB97M-V with the def2-TZVPD basis set
H 1.866 1.385 -0.611
N 1.187 2.146 -0.541
C 0.032 1.746 -0.338
N -0.407 0.435 -0.168
C 0.580 -0.664 -0.198
C 1.713 -0.650 0.826
O 0.615 -1.511 -1.087
C -1.809 0.141 0.003
N -2.043 -1.194 -0.139
O -2.609 1.021 0.175
H -0.856 2.440 -0.291
H 1.885 -1.701 1.022
H 2.642 -0.283 0.373
H 1.501 -0.098 1.765
H -3.013 -1.486 -0.243
H -1.285 -1.727 -0.548
```


Version ii
A 2-piece molecular cluster, C4H7N3O2 overall, computed with ωB97M-V with the def2-TZVPD basis set.

Properties
E_HOMO	-7.31	eV
LUMO	0.67	eV
orbital gap	7.99	eV

XYZ file:
```
16
C4H7N3O2, DFT ωB97M-V with the def2-TZVPD basis set
C -0.950 -0.262 0.927
C -2.036 0.320 0.451
C 1.796 0.773 0.938
C 0.139 -0.288 -0.058
N -0.552 0.320 -1.218
N 1.018 -1.310 -0.483
N -1.821 0.824 -0.831
O 1.563 1.707 1.632
O 2.863 0.189 0.502
H -0.981 -0.537 2.024
H -2.816 0.618 1.151
H 0.071 1.011 -1.597
H 0.571 -2.180 -0.522
H 1.181 -0.989 -1.462
H -2.582 0.392 -1.559
H 2.536 -0.589 0.107
```


We find version i to be the most stable, with the next structure 393.8 kJ/mol higher.


Version i
An isolated ion of composition C4H9N2OS and charge +1, computed with ωB97M-V with the def2-TZVPD basis set.

Properties
E_HOMO (alpha / beta)	-11.86 / -11.86	eV
LUMO (alpha / beta)	-4.52 / -4.52	eV
orbital gap (alpha / beta)	7.34 / 7.34	eV
total charge	+1

XYZ file:
```
17
C4H9N2OS, DFT ωB97M-V with the def2-TZVPD basis set
C 0.312 -0.999 0.113
C -1.736 -0.124 -0.372
C 0.877 0.220 -0.149
C 0.383 1.557 0.307
N -1.050 -1.040 0.263
N 2.167 0.229 -0.582
O 0.931 -2.204 0.025
S -3.383 0.247 -0.119
H -1.272 0.455 -1.150
H 1.155 2.003 0.940
H -0.535 1.506 0.884
H 0.231 2.232 -0.536
H -1.480 -1.774 0.817
H 2.546 -0.570 -1.063
H 1.803 -2.195 0.440
H 2.660 1.099 -0.676
H -3.611 -0.641 0.857
```


Version ii
An isolated ion of composition C4H9N2OS and charge +1, computed with ωB97M-V with the def2-TZVPD basis set.

Properties
E_HOMO	-12.81	eV
LUMO	-3.79	eV
orbital gap	9.02	eV
total charge	+1

XYZ file:
```
17
C4H9N2OS, DFT ωB97M-V with the def2-TZVPD basis set
C 0.371 0.517 -1.778
C -0.275 0.516 -0.408
C 0.338 -0.477 0.721
N -0.678 -1.301 1.484
C 0.567 0.854 1.508
O 0.853 1.092 2.662
N 0.074 1.573 0.492
S -0.330 3.208 0.286
H 1.320 1.088 -1.775
H -0.402 0.856 -2.423
H 0.634 -0.455 -2.019
H -1.337 0.072 -0.588
H 1.289 -1.153 0.411
H -1.534 -1.107 1.037
H -0.682 -0.999 2.402
H -0.383 -2.247 1.308
H -0.196 3.550 1.497
```


Version iii
An isolated ion of composition C4H9N2OS and charge +1, computed with ωB97M-V with the def2-TZVPD basis set.

Properties
E_HOMO	-14.78	eV
LUMO	-5.37	eV
orbital gap	9.41	eV
total charge	+1

XYZ file:
```
17
C4H9N2OS, DFT ωB97M-V with the def2-TZVPD basis set
C 1.505 0.103 0.866
C -0.704 -0.653 -0.388
C 2.193 0.640 -0.343
C -1.936 -1.461 -0.241
N -0.169 1.347 0.734
N -1.028 0.701 0.148
O -2.164 1.094 -0.113
S 0.613 -1.290 0.806
H 2.187 0.240 1.694
H -0.512 -0.491 -1.487
H 3.222 0.116 -0.429
H 2.247 1.734 -0.379
H 1.625 0.461 -1.293
H -1.783 -2.519 -0.563
H -2.725 -0.794 -0.702
H -2.277 -1.534 0.716
H -0.296 2.308 0.974
```


We find version i to be the most stable, with the next structure 133.7 kJ/mol higher.